Entry 1:
{"formula": "C29H46BrEuN3P2S", "method": "ωB97M-V/def2-TZVPD", "relative_energy_kj_mol": 40.16, "lumo_energy_ev": [-6.602, -6.577], "s2": 15.76, "orbital_gap_ev": [5.39, 5.42], "energy_ev": -154060.8550, "total_charge": 2, "spin_multiplicity": 8, "species": ["C", "C", "C", "C", "N", "C", "C", "C", "C", "C", "C", "C", "C", "C", "Eu", "P", "H", "H", "H", "H", "H", "H", "H", "H", "C", "C", "H", "H", "H", "H", "H", "C", "C", "H", "H", "H", "H", "H", "C", "C", "H", "H", "H", "H", "H", "Br", "P", "C", "C", "H", "H", "H", "H", "H", "C", "C", "H", "H", "H", "H", "H", "C", "C", "H", "H", "H", "H", "H", "S", "C", "N", "C", "C", "C", "N", "H", "H", "H", "H", "H", "H", "H", "H"], "positions_angstrom": [[3.05865, -2.95559, -6.46851], [3.00562, -1.75928, -5.72486], [3.04689, -0.53351, -6.43571], [3.18257, -0.56788, -7.82882], [3.24693, -1.71375, -8.49590], [3.18902, -2.87813, -7.86091], [2.80610, -1.78412, -4.29615], [2.28006, -1.53887, -3.19600], [1.13680, -1.12896, -2.41790], [0.07906, -2.05771, -2.21597], [-0.96435, -1.74131, -1.35053], [-0.96904, -0.51034, -0.67853], [0.19689, 0.28237, -0.68556], [1.24971, -0.00842, -1.56169], [2.03669, -2.19333, -0.29621], [-2.48767, 0.04634, 0.14437], [2.93433, 0.42545, -5.93424], [2.95096, -3.92696, -5.99184], [3.23532, 0.35945, -8.40263], [3.24446, -3.78705, -8.46277], [2.18909, 0.56062, -1.56616], [0.09884, -3.01375, -2.74194], [0.32163, 1.09308, 0.03556], [-1.76639, -2.45997, -1.17267], [-1.84251, 0.32584, 1.82163], [-2.76015, 1.12161, 2.75611], [-0.86404, 0.82789, 1.71925], [-1.56582, -0.66418, 2.24406], [-2.70716, 0.70362, 3.77166], [-2.42782, 2.16708, 2.81627], [-3.81164, 1.09652, 2.44185], [-3.03368, 1.52420, -0.76715], [-3.30019, 1.32137, -2.26690], [-2.24955, 2.28523, -0.61347], [-3.93773, 1.93826, -0.28913], [-3.34476, 2.28763, -2.78028], [-2.51050, 0.73975, -2.75647], [-4.26387, 0.82553, -2.44906], [-3.76698, -1.23576, 0.02627], [-5.13167, -0.96418, 0.67223], [-3.34043, -2.16458, 0.43542], [-3.92411, -1.43764, -1.04491], [-5.81932, -1.79856, 0.47125], [-5.05596, -0.87124, 1.76210], [-5.59346, -0.05656, 0.26698], [2.11762, -0.53160, 1.98869], [1.80542, 4.21792, 0.80623], [-0.02276, 3.98638, 0.64072], [-0.77349, 5.20193, 1.19867], [-0.30990, 3.06865, 1.17947], [-0.25363, 3.85097, -0.42834], [-1.83145, 5.16909, 0.90960], [-0.72551, 5.23343, 2.29417], [-0.34679, 6.14087, 0.82310], [2.25571, 3.06949, 2.16933], [3.44968, 3.60406, 2.96624], [2.46921, 2.07028, 1.75699], [1.36939, 2.97869, 2.81555], [3.58217, 3.01268, 3.87797], [4.37894, 3.55528, 2.38863], [3.29418, 4.64892, 3.25525], [2.47426, 3.38244, -0.68960], [2.74365, 4.41748, -1.78662], [1.77282, 2.60711, -1.02706], [3.41105, 2.89563, -0.37963], [3.32725, 3.96748, -2.59610], [1.81307, 4.80887, -2.21287], [3.30969, 5.26869, -1.39059], [-0.00351, -3.90093, 1.18839], [-0.22158, -3.89148, 2.90691], [0.82267, -3.75882, 3.74823], [0.82503, -4.04921, 5.18071], [-0.44499, -4.76420, 5.61817], [-1.67555, -4.21940, 4.93051], [-1.43125, -4.06131, 3.48916], [1.71094, -3.59953, 3.27940], [0.95931, -3.11140, 5.73976], [1.69973, -4.67580, 5.39022], [-0.56092, -4.66483, 6.70127], [-0.34180, -5.83015, 5.38362], [-1.97138, -3.25562, 5.36897], [-2.51287, -4.91400, 5.04265], [-2.21520, -4.10823, 2.84010]], "forces_ev_per_a": [[-0.05, 0.19, -0.09], [0.52, -0.36, -0.68], [0.06, -0.21, 0.16], [-0.19, -0.35, 0.87], [0.21, -0.05, -0.64], [-0.13, 0.27, 0.76], [-2.09, 1.29, 1.57], [0.85, -0.43, -2.74], [0.13, -0.31, 0.30], [0.00, 0.31, -0.40], [0.05, 0.23, -0.25], [0.07, -0.40, -0.38], [-0.09, 0.09, -0.16], [-0.53, 0.01, -0.44], [0.52, -0.98, 2.28], [0.72, 0.00, 0.22], [0.20, -0.26, 0.04], [0.20, 0.22, 0.01], [-0.05, -0.30, 0.12], [-0.04, 0.29, 0.12], [-0.57, -0.03, 0.05], [-0.06, 0.29, 0.06], [-0.11, 0.00, -0.45], [0.25, 0.22, -0.28], [0.01, 0.02, 0.27], [-0.07, 0.14, 0.41], [-0.40, -0.15, -0.10], [-0.33, 0.30, -0.46], [-0.06, 0.20, -0.33], [-0.26, -0.27, -0.08], [0.23, 0.08, 0.14], [-0.03, 0.65, 0.34], [-0.10, -0.33, -0.19], [-0.11, -0.26, 0.02], [0.31, -0.24, 0.05], [0.02, -0.13, 0.26], [-0.11, 0.07, 0.09], [0.31, 0.05, 0.10], [0.06, -0.68, -0.19], [-0.13, 0.25, 0.26], [0.04, 0.25, -0.01], [0.19, 0.20, 0.15], [0.34, 0.24, -0.04], [-0.01, 0.06, -0.25], [0.06, -0.15, 0.14], [0.01, -0.48, -0.30], [0.24, 0.78, 0.20], [-0.02, -0.10, -0.10], [-0.26, -0.05, 0.00], [-0.13, 0.07, -0.15], [0.04, 0.04, 0.19], [0.12, 0.06, 0.12], [0.05, 0.01, -0.21], [-0.09, -0.29, 0.06], [-0.08, -0.22, -0.12], [-0.06, -0.12, 0.16], [-0.10, 0.34, 0.28], [0.22, -0.01, -0.04], [0.11, 0.09, -0.12], [-0.15, 0.01, 0.06], [0.01, -0.18, -0.04], [0.04, 0.00, 0.07], [0.11, -0.19, -0.19], [0.20, 0.08, -0.07], [-0.18, 0.06, -0.11], [-0.10, 0.14, -0.02], [0.12, -0.04, 0.09], [-0.12, -0.22, -0.06], [-0.35, 0.18, 0.20], [0.31, 0.07, 1.61], [-0.18, -0.23, -1.34], [0.18, 0.45, 0.43], [0.28, -0.46, -0.07], [-0.18, 0.33, -0.13], [0.17, 0.10, -1.30], [-0.31, -0.05, 0.35], [-0.07, -0.17, -0.20], [-0.19, 0.14, -0.03], [0.05, -0.09, -0.19], [-0.09, 0.15, 0.07], [0.07, -0.15, -0.16], [0.11, 0.16, 0.00], [0.40, -0.19, 0.41]], "lowdin_charge": [0.00, -0.22, 0.01, -0.11, 0.08, -0.11, 0.11, -0.02, -0.37, -0.10, -0.11, -0.30, -0.12, -0.15, 1.31, 1.05, 0.12, 0.12, 0.12, 0.12, 0.13, 0.14, 0.08, 0.10, -0.31, -0.10, 0.06, 0.10, 0.09, 0.08, 0.06, -0.29, -0.10, 0.09, 0.11, 0.09, 0.07, 0.08, -0.32, -0.11, 0.09, 0.10, 0.09, 0.08, 0.08, -0.13, 0.97, -0.46, -0.17, 0.04, 0.07, 0.06, 0.07, 0.07, -0.48, -0.17, -0.04, 0.07, 0.07, 0.07, 0.07, -0.45, -0.17, 0.03, 0.08, 0.07, 0.07, 0.07, 0.48, -0.80, 0.02, -0.15, -0.15, -0.15, 0.02, 0.10, 0.13, 0.13, 0.13, 0.13, 0.13, 0.13, 0.13]}

---

Entry 2:
{"formula": "C29H47BFNO17S", "method": "ωB97M-V/def2-TZVPD", "relative_energy_kj_mol": 0.00, "lumo_energy_ev": 0.242, "orbital_gap_ev": 9.95, "energy_ev": -81366.5760, "smiles": "CB(O)NS(=O)(=O)F.O=C1CCCO1.O=C1CCCO1.O=C1CCCO1.O=C1CCCO1.O=C1CCCO1.O=C1CCCO1.O=C1CCCO1", "spin_multiplicity": 1, "species": ["C", "B", "O", "N", "S", "O", "O", "F", "H", "H", "H", "H", "H", "O", "C", "C", "C", "C", "O", "H", "H", "H", "H", "H", "H", "O", "C", "C", "C", "C", "O", "H", "H", "H", "H", "H", "H", "O", "C", "C", "C", "C", "O", "H", "H", "H", "H", "H", "H", "O", "C", "C", "C", "C", "O", "H", "H", "H", "H", "H", "H", "O", "C", "C", "C", "C", "O", "H", "H", "H", "H", "H", "H", "O", "C", "C", "C", "C", "O", "H", "H", "H", "H", "H", "H", "O", "C", "C", "C", "C", "O", "H", "H", "H", "H", "H", "H"], "positions_angstrom": [[-5.15806, 1.88296, -1.02200], [-5.71215, 0.92633, 0.07511], [-7.04668, 0.80921, 0.22484], [-4.85423, 0.06027, 0.97968], [-3.35553, 0.49403, 1.34730], [-3.28580, 1.90393, 1.49266], [-2.82386, -0.34978, 2.36033], [-2.53807, 0.11546, 0.05536], [-5.37493, 1.43753, -1.99774], [-5.71272, 2.82339, -0.98732], [-4.09891, 2.12042, -0.97265], [-7.37876, 0.01544, 0.65639], [-4.89246, -0.93520, 0.77749], [-9.07432, 0.35199, 3.51582], [-8.00219, 0.43204, 4.03911], [-7.65612, 0.37172, 5.51487], [-6.22921, 0.91115, 5.55757], [-5.71124, 0.52457, 4.17668], [-6.86331, 0.56885, 3.31632], [-7.71105, -0.67330, 5.82693], [-8.37476, 0.94827, 6.09080], [-5.62008, 0.50660, 6.36249], [-6.24600, 1.99770, 5.65331], [-5.31193, -0.49200, 4.15660], [-4.95725, 1.20456, 3.78798], [2.95690, -3.58598, 0.36240], [2.15318, -2.70585, 0.24787], [2.25897, -1.42188, -0.54912], [1.12945, -0.56875, 0.01466], [0.13446, -1.63455, 0.44933], [0.93493, -2.76628, 0.84345], [2.09613, -1.66112, -1.60136], [3.24666, -0.98283, -0.42750], [0.70346, 0.13366, -0.69970], [1.47842, -0.00738, 0.87822], [-0.51463, -1.94082, -0.37312], [-0.47294, -1.33149, 1.30015], [-3.93453, -4.31285, 6.04256], [-3.00397, -3.80143, 5.49126], [-2.18109, -4.33613, 4.33309], [-0.94022, -3.44924, 4.34755], [-1.49570, -2.15993, 4.94363], [-2.54523, -2.57606, 5.84050], [-2.76725, -4.20864, 3.42048], [-1.98044, -5.39444, 4.47556], [-0.48163, -3.30276, 3.37132], [-0.18897, -3.87457, 5.01453], [-1.93855, -1.51618, 4.18521], [-0.76566, -1.59245, 5.51569], [-0.10062, -1.73587, -3.20438], [0.57260, -1.73582, -4.19702], [0.15606, -2.06570, -5.61642], [1.49130, -2.28398, -6.32514], [2.41951, -1.38764, -5.51742], [1.87809, -1.39633, -4.17719], [-0.39142, -1.20634, -6.01006], [-0.50219, -2.93049, -5.61894], [1.48279, -2.03942, -7.38367], [1.80295, -3.32297, -6.22428], [2.41336, -0.35511, -5.87436], [3.44104, -1.74401, -5.47944], [-2.12802, 5.90857, 0.65467], [-1.12613, 5.28981, 0.85926], [-0.87567, 4.19227, 1.87335], [0.64806, 4.10144, 1.92043], [1.02259, 4.55207, 0.51455], [0.00403, 5.49270, 0.13056], [-1.33532, 3.27873, 1.49734], [-1.33325, 4.44758, 2.82542], [1.04008, 3.11801, 2.16566], [1.03697, 4.81404, 2.65150], [1.01241, 3.72219, -0.19644], [1.98471, 5.05528, 0.45122], [2.52684, 1.60164, 2.67337], [3.64616, 2.02735, 2.69072], [4.64663, 2.01437, 3.82773], [5.68740, 3.03542, 3.37739], [5.57922, 2.93968, 1.85922], [4.20235, 2.60637, 1.60182], [5.05602, 1.00460, 3.90052], [4.15174, 2.25972, 4.76338], [6.69357, 2.84211, 3.74182], [5.39223, 4.03278, 3.70587], [6.20352, 2.14333, 1.44894], [5.80299, 3.86787, 1.33997], [4.21468, -2.86507, -7.45000], [5.14159, -2.28423, -7.93559], [6.13504, -2.77891, -8.96745], [7.26657, -1.76015, -8.86786], [6.52054, -0.51162, -8.40940], [5.42584, -1.00010, -7.61271], [5.64204, -2.76118, -9.94156], [6.42887, -3.80036, -8.74228], [7.81624, -1.60655, -9.79355], [7.97499, -2.07005, -8.09881], [6.10587, 0.05306, -9.24707], [7.11396, 0.15709, -7.79157]], "forces_ev_per_a": [[-0.02, 0.33, 0.19], [-0.04, 0.06, 0.32], [0.01, -0.43, -0.74], [0.21, 0.04, -0.88], [0.22, 0.10, 0.57], [-0.10, -0.10, -0.25], [-0.09, -0.25, -0.16], [-0.04, 0.15, -0.08], [0.01, -0.04, 0.01], [0.00, -0.01, -0.05], [0.01, -0.07, 0.00], [-0.02, 0.29, 0.57], [-0.19, -0.07, 0.43], [0.01, 0.01, -0.01], [-0.01, -0.10, 0.04], [0.09, 0.14, -0.04], [-0.08, 0.03, -0.02], [0.13, -0.08, 0.13], [0.00, 0.01, -0.05], [-0.03, 0.00, 0.01], [-0.05, -0.07, 0.01], [0.00, -0.05, -0.02], [0.02, 0.00, 0.00], [0.02, 0.01, 0.03], [-0.07, 0.04, -0.06], [0.02, 0.08, 0.06], [-0.05, -0.11, -0.12], [-0.01, 0.12, 0.12], [0.03, 0.01, -0.07], [-0.16, 0.13, -0.01], [0.02, 0.02, 0.04], [0.04, -0.01, 0.00], [0.03, -0.08, -0.08], [-0.02, -0.09, -0.06], [0.02, 0.07, 0.11], [0.02, -0.01, -0.01], [0.00, -0.10, 0.03], [0.02, -0.02, 0.00], [-0.07, 0.04, -0.07], [0.13, 0.04, 0.10], [-0.03, -0.03, 0.02], [0.08, 0.02, -0.09], [0.01, -0.01, 0.04], [-0.01, -0.03, 0.00], [-0.08, -0.02, -0.05], [-0.03, 0.02, -0.01], [0.01, 0.01, -0.01], [0.03, 0.02, -0.02], [-0.04, -0.01, 0.06], [0.03, -0.03, 0.05], [-0.08, 0.10, -0.01], [0.15, -0.12, -0.01], [-0.15, -0.02, 0.10], [0.02, 0.04, -0.03], [-0.01, 0.01, 0.02], [-0.02, -0.01, 0.00], [-0.07, 0.06, 0.01], [0.02, 0.05, 0.01], [0.05, 0.01, -0.02], [-0.01, 0.00, -0.01], [-0.01, -0.01, 0.08], [0.01, 0.03, 0.05], [-0.01, -0.07, -0.10], [0.26, 0.13, 0.07], [-0.09, 0.05, 0.04], [0.03, -0.04, 0.01], [0.00, 0.01, -0.01], [-0.05, -0.01, 0.03], [-0.12, -0.05, -0.04], [-0.10, 0.05, -0.08], [0.01, 0.02, -0.01], [-0.01, -0.01, 0.01], [-0.01, 0.02, -0.01], [0.12, -0.08, 0.09], [-0.05, -0.14, -0.07], [0.03, 0.16, -0.03], [-0.05, 0.01, 0.02], [0.06, 0.00, 0.01], [0.01, 0.05, -0.01], [-0.02, 0.00, 0.02], [-0.02, -0.09, 0.01], [0.00, -0.04, -0.02], [0.02, 0.01, 0.00], [0.00, 0.00, 0.02], [-0.04, 0.00, -0.01], [0.13, -0.08, -0.09], [-0.09, 0.04, -0.08], [0.13, 0.05, 0.12], [-0.01, -0.04, 0.03], [0.04, 0.02, -0.04], [0.00, 0.01, 0.01], [-0.01, -0.02, 0.00], [-0.07, -0.03, -0.05], [-0.04, 0.01, -0.02], [0.02, 0.02, -0.01], [0.01, -0.01, -0.01], [-0.02, -0.01, 0.03]], "lowdin_charge": [0.01, -0.59, 0.19, 0.02, 0.55, -0.22, -0.26, -0.14, 0.08, 0.08, 0.05, 0.11, 0.13, 0.12, -0.48, -0.07, -0.14, -0.16, 0.00, 0.13, 0.13, 0.12, 0.12, 0.13, 0.11, 0.11, -0.48, -0.07, -0.14, -0.16, 0.02, 0.11, 0.12, 0.12, 0.10, 0.12, 0.10, 0.11, -0.49, -0.07, -0.14, -0.15, 0.02, 0.13, 0.12, 0.11, 0.12, 0.09, 0.13, 0.11, -0.49, -0.07, -0.16, -0.15, 0.02, 0.13, 0.12, 0.11, 0.12, 0.13, 0.11, 0.12, -0.48, -0.07, -0.15, -0.15, 0.02, 0.10, 0.13, 0.08, 0.12, 0.13, 0.12, 0.10, -0.48, -0.07, -0.15, -0.15, 0.02, 0.13, 0.13, 0.12, 0.12, 0.13, 0.12, 0.12, -0.47, -0.07, -0.15, -0.15, 0.02, 0.13, 0.13, 0.12, 0.12, 0.13, 0.13]}